# C44H66O22

11 unconnected molecules or ions with the total composition C44H66O22 (ωB97M-V with the def2-TZVPD basis set, the Open Molecules 2025 dataset).

XYZ file:
```
132
Properties=species:S:1:pos:R:3:mulliken_charge:R:1
O -5.41 1.32 1.67 -0.648
C -4.75 0.68 2.42 0.330
O -3.45 0.48 2.13 -0.233
C -2.92 -0.56 3.07 0.795
C -3.83 -0.42 4.28 -0.170
C -5.16 0.25 3.79 -0.442
H -1.87 -0.51 3.38 -0.096
H -3.13 -1.61 2.87 -0.651
H -3.20 0.14 4.96 -0.231
H -4.15 -1.28 4.86 0.530
H -5.48 1.16 4.31 0.196
H -6.00 -0.44 3.81 0.294
O -2.92 -1.73 -7.63 -0.650
C -1.84 -1.60 -6.93 0.441
O -1.14 -2.74 -6.61 -0.340
C -0.08 -2.33 -5.76 -0.186
C -0.51 -1.01 -5.14 1.446
C -1.39 -0.40 -6.20 -0.485
H 0.90 -2.14 -6.19 0.042
H 0.14 -3.15 -5.07 0.143
H 0.29 -0.36 -4.81 -0.339
H -1.11 -1.17 -4.24 -0.533
H -0.68 0.11 -6.85 0.230
H -2.10 0.29 -5.74 0.221
O -4.36 2.75 6.61 -0.627
C -3.30 3.06 6.04 0.537
O -3.16 3.63 4.81 -0.400
C -1.81 3.62 4.25 0.234
C -0.93 3.35 5.43 -0.039
C -1.87 2.69 6.46 0.286
H -1.54 4.56 3.78 0.333
H -1.75 2.83 3.49 -0.242
H -0.52 4.27 5.84 0.299
H -0.17 2.70 5.01 -0.223
H -1.71 2.72 7.54 0.456
H -1.61 1.64 6.38 -0.508
O 3.30 0.47 0.96 -0.599
C 4.09 0.39 0.04 0.515
O 4.46 -0.78 -0.57 -0.327
C 5.37 -0.60 -1.65 0.416
C 6.06 0.56 -1.24 -0.743
C 5.00 1.48 -0.62 -0.204
H 4.83 -0.63 -2.60 -0.399
H 6.09 -1.42 -1.68 0.375
H 6.50 1.08 -2.08 0.333
H 6.91 0.38 -0.58 0.298
H 4.18 1.88 -1.22 -0.157
H 5.22 2.22 0.15 0.494
O -0.23 -1.17 1.53 -0.236
C 0.05 -0.24 0.83 0.023
O 0.45 -0.52 -0.36 0.395
C 0.37 0.53 -1.33 0.304
C -0.43 1.61 -0.49 -0.995
C -0.27 1.25 0.95 0.973
H -0.38 0.16 -2.03 -0.122
H 1.30 0.88 -1.80 -0.570
H -1.50 1.60 -0.69 0.059
H -0.24 2.66 -0.74 0.756
H -1.24 1.21 1.45 -0.783
H 0.61 1.61 1.49 0.464
O 2.06 -4.17 5.22 -0.636
C 0.90 -3.79 5.18 0.227
O 0.05 -4.00 6.26 -0.393
C -1.33 -3.74 5.83 -0.476
C -1.19 -3.79 4.33 -0.318
C 0.20 -3.09 4.04 1.061
H -1.79 -2.85 6.28 0.223
H -2.00 -4.58 6.00 0.398
H -2.11 -3.40 3.90 0.052
H -1.14 -4.84 4.02 0.391
H 0.26 -2.01 4.18 -0.893
H 0.56 -3.32 3.04 0.265
O 3.03 1.07 -3.16 -0.366
C 2.90 1.82 -4.13 0.424
O 2.65 1.35 -5.38 -0.321
C 2.74 2.42 -6.34 -0.608
C 2.66 3.64 -5.63 -0.203
C 3.17 3.29 -4.28 -0.813
H 1.87 2.32 -6.98 0.308
H 3.59 2.39 -7.02 0.288
H 1.61 3.91 -5.58 0.011
H 3.16 4.44 -6.18 0.381
H 2.82 3.80 -3.38 0.353
H 4.23 3.53 -4.15 0.379
O -3.32 -4.32 1.38 -0.665
C -3.02 -3.66 0.39 0.393
O -3.70 -2.59 -0.03 -0.387
C -3.12 -1.84 -0.98 0.199
C -2.09 -2.82 -1.59 0.782
C -1.84 -3.84 -0.53 -0.286
H -2.46 -1.00 -0.74 -0.388
H -3.84 -1.30 -1.60 0.397
H -1.12 -2.35 -1.71 -0.776
H -2.27 -3.37 -2.52 0.271
H -0.94 -3.61 0.03 -0.063
H -1.72 -4.86 -0.89 0.577
O -0.69 2.32 -4.39 -0.488
C -1.43 2.88 -3.57 0.561
O -2.46 2.18 -2.96 -0.292
C -3.44 3.04 -2.43 -0.506
C -2.65 4.31 -2.19 -0.518
C -1.65 4.38 -3.36 -0.716
H -4.04 2.77 -1.55 0.338
H -4.25 3.18 -3.15 0.395
H -2.13 4.26 -1.23 0.199
H -3.24 5.23 -2.18 0.452
H -0.64 4.78 -3.26 0.307
H -2.13 4.98 -4.14 0.352
O 0.99 -4.50 -1.84 -0.633
C 1.68 -3.84 -2.62 0.369
O 1.93 -4.26 -3.90 -0.425
C 2.96 -3.59 -4.62 -0.836
C 2.84 -2.26 -3.91 0.724
C 2.39 -2.56 -2.52 0.892
H 2.73 -3.37 -5.67 0.413
H 3.97 -4.00 -4.56 0.327
H 2.21 -1.60 -4.50 -0.709
H 3.79 -1.73 -3.94 0.209
H 1.75 -1.79 -2.09 -0.681
H 3.20 -2.63 -1.80 0.263
O -0.77 -0.34 6.07 -0.729
C 0.43 -0.01 5.72 0.580
O 0.71 0.57 4.47 0.299
C 2.05 0.65 4.25 -0.343
C 2.58 -0.09 5.43 -0.864
C 1.61 -0.16 6.50 -0.692
H 2.13 1.72 4.40 0.622
H 2.51 0.24 3.34 -0.144
H 3.42 0.50 5.78 0.459
H 2.82 -1.12 5.15 0.368
H 1.64 0.69 7.19 0.330
H 1.75 -1.07 7.07 0.289
```

Properties
SMILES string: O=C1CCCO1.O=C1CCCO1.O=C1CCCO1.O=C1CCCO1.O=C1CCCO1.O=C1CCCO1.O=C1CCCO1.O=C1CCCO1.O=C1CCCO1.O=C1CCCO1.O=C1CCCO1
Net charge: 0
Relative energy (zero: lowest compared OMol25 entry of this formula, charge and spin): 165.2 kcal per mole

# C3H37N2O14S

15 unconnected molecules or ions with the total composition C3H37N2O14S (ωB97M-V with the def2-TZVPD basis set, the Open Molecules 2025 dataset).

XYZ file:
```
57
Properties=species:S:1:pos:R:3:nbo_charge:R:1
N 0.96 0.13 -2.58 -0.902
C 0.61 -0.83 -1.51 -0.076
C 0.34 -2.19 -2.13 -0.536
S 1.87 -2.88 -2.83 -0.621
C -0.56 -0.20 -0.75 -0.233
N -0.44 1.19 -0.36 -0.862
H 1.54 -0.40 -3.24 0.396
H 0.12 0.35 -3.13 0.343
H 1.47 -0.93 -0.86 0.185
H -0.05 -2.97 -1.47 0.208
H -0.41 -2.06 -2.91 0.184
H -1.41 -0.25 -1.44 0.181
H -0.96 -0.68 0.13 0.196
H -0.37 1.80 -1.13 0.367
H 0.18 1.40 0.40 0.361
H 2.90 -3.13 -1.12 0.481
H 3.22 -4.36 0.00 0.485
O 3.16 -3.44 -0.20 -1.065
H -4.64 1.37 0.95 0.509
H -3.77 0.15 1.35 0.511
O -4.59 0.39 0.89 -0.980
H 2.61 1.94 -4.51 0.472
H 1.10 2.03 -4.41 0.471
O 1.85 2.41 -4.87 -0.941
H 1.04 -2.10 2.91 0.516
H -0.56 -1.68 2.88 0.489
O 0.18 -2.03 3.39 -0.994
H -3.22 -0.66 3.82 0.478
H -2.03 0.23 3.31 0.503
O -2.74 -0.41 3.03 -1.009
H -2.90 2.99 0.50 0.463
H -3.61 2.83 -0.80 0.497
O -3.76 3.23 0.11 -1.009
H -0.40 1.52 4.14 0.515
H -1.45 2.13 3.24 0.465
O -1.37 1.66 4.07 -0.974
H 4.30 -1.51 0.11 0.482
H 3.45 -1.22 -1.18 0.496
O 4.00 -0.82 -0.48 -0.993
H 2.49 -1.24 1.97 0.480
H 2.93 -2.54 1.24 0.511
O 2.56 -2.21 2.10 -1.028
H 1.76 0.51 3.70 0.495
H 0.59 -0.49 3.99 0.498
O 0.95 0.39 4.22 -1.019
H -4.35 -0.01 -0.68 0.520
H -5.14 -0.52 -1.98 0.490
O -4.44 0.05 -1.68 -0.999
H 3.69 0.30 2.31 0.486
H 2.75 0.69 1.21 0.523
O 2.76 0.51 2.16 -0.969
H 3.44 1.82 -1.59 0.465
H 1.92 1.64 -1.83 0.501
O 2.57 2.08 -1.23 -0.996
H -3.35 2.57 -3.02 0.478
H -3.66 1.28 -2.01 0.513
O -3.13 2.13 -2.18 -1.005
```

Properties
Net charge: -1
Relative energy (zero: lowest compared OMol25 entry of this formula, charge and spin): 0.0 kcal per mole

# C3H10O4PS

A gas-phase ion, C3H10O4PS (charge +1) (ωB97M-V with the def2-TZVPD basis set, the Open Molecules 2025 dataset).

XYZ file:
```
19
Properties=species:S:1:pos:R:3:nbo_charge:R:1
C -0.91 1.81 0.87 -0.620
C -0.42 1.94 -0.62 -0.446
C 0.17 0.61 -1.20 -0.090
O 1.56 0.37 -0.87 -0.585
S 1.80 -0.42 0.56 0.662
P 0.76 -2.34 0.60 2.095
O 1.47 -3.13 1.64 -0.955
O 0.96 -2.96 -0.92 -0.900
O -0.85 -2.16 1.03 -0.904
H -1.27 0.76 1.04 0.193
H -0.04 1.99 1.56 0.196
H -1.72 2.51 1.14 0.259
H 0.27 2.80 -0.80 0.246
H -1.34 2.15 -1.23 0.241
H 0.12 0.68 -2.31 0.243
H -0.53 -0.21 -0.91 0.150
H 1.19 0.27 1.61 0.201
H 0.16 -2.77 -1.43 0.512
H -1.37 -1.90 0.24 0.502
```

Properties
Net charge: +1

# C25H24N2O

2 unconnected molecules or ions with the total composition C25H24N2O (ωB97M-V with the def2-TZVPD basis set, the Open Molecules 2025 dataset).

XYZ file:
```
52
Properties=species:S:1:pos:R:3:nbo_charge:R:1
C 2.39 0.24 -4.17 -0.645
C 2.12 -0.74 -3.11 0.314
N 2.64 -1.98 -3.29 -0.538
C 2.23 -2.73 -2.25 0.114
C 2.67 -4.12 -2.05 -0.637
C 1.37 -1.89 -1.43 -0.140
N 1.37 -0.63 -1.96 -0.584
H 1.85 1.19 -4.07 0.201
H 3.48 0.44 -4.20 0.221
H 2.15 -0.21 -5.14 0.227
H 2.18 -4.57 -1.16 0.203
H 2.44 -4.75 -2.93 0.216
H 3.77 -4.17 -1.89 0.218
H 0.78 -2.25 -0.59 0.176
C 4.34 4.88 1.62 -0.639
C 3.18 4.12 1.07 0.040
C 2.28 4.78 0.23 -0.232
C 1.25 4.09 -0.38 -0.126
C 1.12 2.68 -0.24 -0.173
C 0.08 1.99 -0.93 0.116
C -0.69 0.90 -0.49 -0.126
C -0.51 0.14 0.71 -0.119
C -1.24 -1.02 0.93 -0.228
C -2.32 -1.33 0.10 0.371
O -3.07 -2.48 0.25 -0.502
C -3.82 -2.63 1.42 0.295
C -5.22 -2.51 1.32 -0.251
C -5.96 -2.42 2.49 -0.194
C -5.33 -2.53 3.74 -0.225
C -3.96 -2.73 3.82 -0.193
C -3.19 -2.81 2.66 -0.264
C -2.67 -0.47 -0.96 -0.278
C -1.92 0.65 -1.19 -0.085
C 2.00 2.04 0.66 -0.077
C 3.01 2.75 1.30 -0.233
H 4.85 4.29 2.40 0.222
H 5.07 5.10 0.83 0.234
H 4.03 5.84 2.04 0.226
H 2.43 5.84 0.03 0.219
H 0.48 4.64 -0.93 0.215
H -0.36 2.54 -1.78 0.212
H 0.12 0.51 1.51 0.222
H -0.98 -1.68 1.75 0.223
H -5.66 -2.42 0.34 0.230
H -7.04 -2.26 2.42 0.220
H -5.93 -2.47 4.65 0.219
H -3.46 -2.81 4.79 0.220
H -2.12 -2.98 2.70 0.221
H -3.54 -0.71 -1.57 0.238
H -2.30 1.43 -1.87 0.216
H 1.88 0.97 0.87 0.225
H 3.71 2.24 1.96 0.218
```

Properties
Net charge: 0
Relative energy (zero: lowest compared OMol25 entry of this formula, charge and spin): 79.0 kcal per mole

Number 1: orbital gap 9.45 eV, strongest force on any atom 7.59 eV Å⁻¹, calculated total energy -91738.928 eV. Number 2: orbital gap 6.82 eV, strongest force on any atom 2.26 eV Å⁻¹, calculated total energy -46195.841 eV. Number 3: orbital gap 10.64 eV, strongest force on any atom 4.67 eV Å⁻¹, calculated total energy -31579.716 eV. Number 4: orbital gap 3.18 eV, strongest force on any atom 2.65 eV Å⁻¹, calculated total energy -31338.043 eV.